P.
{"formula": "C6H11NS", "method": "ωB97M-V with the def2-TZVPD basis set", "symbols": ["C", "C", "C", "C", "C", "C", "H", "H", "H", "H", "H", "H", "H", "H", "H", "H", "H", "N", "S"], "positions_angstrom": [[-0.34632, 0.13868, -0.27640], [-1.08711, -1.21949, 0.05247], [0.27092, -1.91977, 0.43816], [1.00233, -0.58896, 0.09564], [1.49607, 0.19005, 1.27877], [-0.45940, 1.19401, 0.73062], [-1.73608, 1.05471, -1.99713], [-1.63107, -1.68569, -0.76047], [-1.74415, -1.17833, 0.93673], [0.40161, -2.22100, 1.48484], [0.46371, -2.73296, -0.25785], [1.79570, -0.67450, -0.65003], [1.97905, -0.47920, 2.00133], [2.16766, 1.00293, 0.93545], [-0.23747, 0.21926, 2.50089], [-0.23204, 2.20360, 0.32279], [-1.52737, 1.29745, 0.99064], [0.32084, 0.83269, 1.89261], [-0.45027, 0.66236, -2.04194]], "lumo_energy_ev": 0.90, "spin_multiplicity": 1, "gap_ev": 9.873, "smiles": "S[C@@]12CC[C@@H]1CNC2"}


Q.
{"formula": "C6H11NS", "method": "ωB97M-V with the def2-TZVPD basis set", "symbols": ["C", "C", "C", "C", "C", "C", "H", "H", "H", "H", "H", "H", "H", "H", "H", "H", "H", "N", "S"], "positions_angstrom": [[1.87193, -1.32758, -0.16872], [0.58062, 0.83010, 0.58742], [-0.50992, 0.04745, 1.33816], [-1.12873, -0.55910, -0.05356], [-0.14393, 0.11641, -1.06750], [-0.15023, 1.50328, -0.52288], [1.02237, -2.07873, 0.15050], [2.62255, -1.17977, 0.59342], [2.46365, -1.54113, -1.20518], [1.31748, 1.38733, 1.16418], [-1.24134, 0.72007, 1.73207], [-0.16408, -0.78435, 1.97743], [-0.82379, -1.61620, -0.09874], [-3.00866, 0.80541, -0.12332], [-0.26167, 0.03199, -2.18030], [0.34409, 2.26630, -1.06373], [-1.10644, 1.91196, -0.33425], [1.23110, -0.04462, -0.50048], [-2.91501, -0.48883, -0.22452]], "lumo_energy_ev": 0.90, "spin_multiplicity": 1, "gap_ev": 9.437}


Order of stability, best first: P, Q


P.
{"formula": "C25H70N6O7", "method": "ωB97M-V with the def2-TZVPD basis set", "symbols": ["C", "O", "H", "H", "H", "H", "C", "C", "C", "O", "C", "N", "H", "H", "H", "H", "H", "H", "H", "H", "H", "H", "H", "C", "C", "C", "O", "C", "N", "H", "H", "H", "H", "H", "H", "H", "H", "H", "H", "H", "C", "C", "C", "O", "C", "N", "H", "H", "H", "H", "H", "H", "H", "H", "H", "H", "H", "C", "C", "C", "O", "C", "N", "H", "H", "H", "H", "H", "H", "H", "H", "H", "H", "H", "C", "C", "C", "O", "C", "N", "H", "H", "H", "H", "H", "H", "H", "H", "H", "H", "H", "C", "C", "C", "O", "C", "N", "H", "H", "H", "H", "H", "H", "H", "H", "H", "H", "H"], "positions_angstrom": [[0.69194, 0.15917, -0.94293], [-0.48533, -0.18681, -0.23082], [1.53996, -0.48227, -0.69282], [0.46039, 0.03889, -2.00150], [0.95269, 1.20195, -0.74266], [-0.29381, 0.06263, 0.69041], [1.51614, -1.05891, 2.51690], [0.95402, 0.16364, 3.19165], [1.96295, 0.81899, 4.12576], [2.38787, 0.01741, 5.20625], [1.33242, -0.45686, 6.02339], [0.48222, 1.11303, 2.17037], [1.88141, -1.76332, 3.26608], [2.32675, -0.81237, 1.82752], [0.73436, -1.57398, 1.95495], [0.07057, -0.14612, 3.75986], [1.55296, 1.77313, 4.49080], [2.87041, 1.01917, 3.54549], [0.83583, -1.32434, 5.57328], [0.59002, 0.31805, 6.23341], [1.78671, -0.80001, 6.95222], [0.18406, 2.01292, 2.53423], [1.26393, 1.37519, 1.56160], [-3.45695, 1.41057, -5.95181], [-3.72134, 2.50310, -4.92199], [-2.56476, 3.48432, -4.85293], [-1.30384, 2.85418, -4.73213], [-1.03482, 2.39686, -3.43565], [-4.93991, 3.27630, -5.20935], [-2.60643, 0.77471, -5.69865], [-3.21854, 1.84980, -6.92649], [-4.32958, 0.76368, -6.06445], [-3.83741, 2.03466, -3.94109], [-2.72283, 4.18461, -4.02079], [-2.50496, 4.08082, -5.76904], [-1.08288, 3.19897, -2.68149], [-0.03818, 1.96187, -3.42607], [-1.74999, 1.64313, -3.07713], [-5.59610, 2.71216, -5.74005], [-4.70384, 4.02975, -5.85121], [-2.16613, -1.75483, 2.06351], [-2.56384, -2.82823, 3.06525], [-3.12277, -2.18410, 4.32688], [-2.04593, -1.73503, 5.11308], [-2.48027, -0.98730, 6.22825], [-3.60734, -3.68387, 2.48583], [-3.07623, -1.33120, 1.62617], [-1.61332, -2.17841, 1.22015], [-1.56189, -0.96960, 2.51240], [-1.65274, -3.37923, 3.33894], [-3.75036, -2.89377, 4.88371], [-3.75420, -1.33630, 4.02300], [-3.20276, -1.55023, 6.82839], [-2.90646, -0.02338, 5.92617], [-1.61494, -0.77759, 6.85865], [-3.28690, -4.07985, 1.60786], [-3.74750, -4.48202, 3.09875], [-3.89486, -0.32185, -2.22127], [-3.79653, -1.75121, -1.76345], [-4.52068, -2.68226, -2.72500], [-5.89992, -2.39095, -2.82336], [-6.68498, -3.02375, -1.84134], [-2.37174, -2.15270, -1.73515], [-3.33484, -0.21840, -3.15459], [-3.49138, 0.38511, -1.49359], [-4.93453, -0.04841, -2.40950], [-4.22776, -1.90048, -0.76270], [-4.37515, -3.72655, -2.41427], [-4.09076, -2.57826, -3.72444], [-7.72998, -2.87906, -2.11055], [-6.51004, -2.63024, -0.83441], [-6.49871, -4.10716, -1.81783], [-2.28818, -3.03290, -1.23531], [-1.85543, -1.47490, -1.17975], [3.95707, -1.85187, -1.47910], [5.43694, -2.14791, -1.38747], [5.93470, -2.87895, -2.60490], [7.30291, -3.16831, -2.42788], [7.83894, -3.87446, -3.51540], [6.19945, -0.88151, -1.27648], [3.71605, -1.26597, -2.36731], [3.59427, -1.32858, -0.59485], [3.39693, -2.79051, -1.53477], [5.63695, -2.76994, -0.50341], [5.78742, -2.25505, -3.50016], [5.35979, -3.80598, -2.75881], [8.88197, -4.09145, -3.29185], [7.79265, -3.28389, -4.43949], [7.30748, -4.82193, -3.67442], [5.95051, -0.40513, -0.41638], [7.18439, -1.10848, -1.19131], [1.10507, 4.18271, 0.02783], [2.49371, 4.03289, 0.63851], [2.49503, 4.29345, 2.11929], [3.82136, 4.47176, 2.56849], [3.91955, 4.42158, 3.97239], [3.05563, 2.71810, 0.28490], [1.11736, 3.98167, -1.04383], [0.77254, 5.20879, 0.18687], [0.38355, 3.49104, 0.47237], [3.12648, 4.81071, 0.18090], [2.02982, 3.46169, 2.66684], [1.91727, 5.20978, 2.30906], [3.60705, 3.44977, 4.37177], [3.30101, 5.19992, 4.43955], [4.96138, 4.59575, 4.23103], [4.01686, 2.62239, 0.59121], [3.07082, 2.65816, -0.72678]], "lumo_energy_ev": 0.62, "spin_multiplicity": 1, "gap_ev": 9.489, "smiles": "COC[C@H](C)N.COC[C@H](C)N.COC[C@H](C)N.COC[C@H](C)N.COC[C@H](C)N.COC[C@H](C)N.CO"}


Q.
{"formula": "C25H70N6O7", "method": "ωB97M-V with the def2-TZVPD basis set", "symbols": ["C", "C", "C", "O", "C", "N", "H", "H", "H", "H", "H", "H", "H", "H", "H", "H", "H", "C", "C", "C", "O", "C", "N", "H", "H", "H", "H", "H", "H", "H", "H", "H", "H", "H", "C", "C", "C", "O", "C", "N", "H", "H", "H", "H", "H", "H", "H", "H", "H", "H", "H", "C", "C", "C", "O", "C", "N", "H", "H", "H", "H", "H", "H", "H", "H", "H", "H", "H", "C", "C", "C", "O", "C", "N", "H", "H", "H", "H", "H", "H", "H", "H", "H", "H", "H", "C", "C", "C", "O", "C", "N", "H", "H", "H", "H", "H", "H", "H", "H", "H", "H", "H", "C", "O", "H", "H", "H", "H"], "positions_angstrom": [[-5.18177, 0.79128, -1.25107], [-5.06864, 2.12569, -0.53480], [-4.77827, 2.02000, 0.89828], [-3.57374, 1.32753, 1.19008], [-3.26517, 1.21345, 2.53033], [-3.83730, 2.78349, -1.08028], [-4.29004, 0.17234, -0.97822], [-5.42030, 0.71023, -2.27047], [-6.09550, 0.13660, -0.97260], [-6.02125, 2.56985, -0.69593], [-5.56410, 1.65446, 1.27046], [-4.46859, 2.96406, 1.63214], [-2.16260, 0.95186, 2.69379], [-4.14489, 0.51920, 2.94181], [-3.34645, 2.17459, 2.88875], [-3.05981, 2.35810, -0.62218], [-3.90183, 3.70177, -0.76104], [-0.98007, -4.22736, 4.10785], [-0.75310, -3.49860, 2.78761], [-1.76021, -3.64536, 1.56493], [-1.84565, -5.14012, 1.22581], [-2.61240, -5.34625, 0.04727], [-0.67277, -2.06738, 3.04344], [-2.05877, -4.27512, 4.24703], [-0.16655, -3.82002, 4.77385], [-0.91192, -5.26412, 3.96347], [0.02345, -3.97498, 2.20582], [-1.75820, -3.10292, 0.76038], [-2.72717, -3.03106, 1.83949], [-2.57847, -6.42300, -0.18073], [-2.08666, -4.83311, -0.86724], [-3.62497, -5.20588, 0.10703], [-0.81368, -1.63474, 2.03912], [0.19408, -1.90925, 3.36064], [1.06285, 2.15121, 3.57559], [1.12390, 0.63809, 3.99024], [1.99980, -0.30646, 3.05568], [1.97322, -1.54892, 3.61120], [2.71174, -2.56887, 2.92810], [1.91718, 0.62301, 5.26954], [0.38390, 2.60408, 4.20235], [0.75536, 2.19182, 2.60804], [1.95685, 2.72558, 3.42028], [0.07747, 0.36065, 4.26713], [3.18032, 0.10823, 2.80411], [1.48786, -0.19901, 2.07267], [3.66586, -2.45753, 2.84057], [2.56167, -2.69509, 1.89369], [2.62813, -3.48631, 3.18284], [2.72681, 0.77167, 4.95494], [2.04330, -0.33694, 5.57280], [-0.73353, 1.58756, -3.45935], [-1.76451, 0.96420, -4.51730], [-2.26619, -0.36588, -3.81054], [-1.12673, -1.27956, -3.55675], [-0.89160, -2.12798, -4.62077], [-2.90346, 1.81293, -4.55662], [-1.03020, 1.76860, -2.43450], [-0.30975, 2.59619, -4.05253], [0.04688, 0.91102, -3.34927], [-1.12483, 0.91284, -5.36757], [-2.87786, -1.03556, -4.44022], [-2.74278, -0.29298, -2.82353], [-0.58906, -1.53538, -5.69427], [-1.65503, -2.64770, -4.86222], [0.03251, -2.84740, -4.40225], [-3.16974, 2.29130, -3.70161], [-2.74658, 2.55995, -5.29439], [3.54142, -2.44198, -1.20896], [2.20725, -2.71656, -1.90595], [1.26821, -3.74089, -1.31565], [1.97668, -4.92605, -1.24439], [1.40737, -5.93061, -0.52887], [1.52167, -1.53061, -2.06074], [4.15143, -3.33529, -1.12123], [3.34815, -2.15203, -0.20238], [4.12923, -1.77683, -1.73105], [2.62548, -2.91206, -2.92091], [0.28236, -3.96430, -1.84413], [0.99377, -3.47617, -0.25371], [2.23189, -6.74820, -0.61766], [0.32670, -6.23176, -0.65000], [1.25469, -5.76047, 0.62053], [0.66646, -1.43392, -2.80087], [2.32640, -0.91212, -2.17780], [4.71787, 7.30505, -1.21126], [4.14047, 6.72612, 0.10640], [2.83723, 5.86086, -0.06625], [3.13435, 4.71073, -0.93085], [2.01842, 3.89089, -1.32977], [5.19603, 5.72169, 0.54380], [5.77287, 7.85337, -1.03732], [4.05436, 7.83363, -1.78209], [4.95922, 6.47944, -1.74109], [3.61595, 7.51294, 0.90035], [1.92887, 6.50721, -0.58469], [2.68054, 5.44306, 0.91170], [1.30985, 3.65694, -0.27119], [2.32315, 2.75168, -1.60089], [1.40538, 4.22479, -2.00428], [4.94743, 4.80686, 0.26021], [5.10334, 5.88518, 1.56684], [-0.42028, 0.26055, -0.00865], [0.09249, -0.99663, -0.00283], [-0.71589, 0.73257, 0.85043], [-1.31324, 0.14016, -0.55526], [0.11138, 1.12948, -0.58122], [0.75061, -1.06933, -0.67921]], "lumo_energy_ev": 0.49, "spin_multiplicity": 1, "gap_ev": 9.267, "smiles": "COC[C@H](C)N.COC[C@H](C)N.COC[C@H](C)N.COC[C@H](C)N.COC[C@H](C)N.COC[C@H](C)N.CO"}


Order of stability, best first: P, Q


P.
{"formula": "C3H7N3S", "method": "ωB97M-V with the def2-TZVPD basis set", "symbols": ["C", "C", "C", "H", "H", "H", "H", "H", "H", "H", "N", "N", "N", "S"], "positions_angstrom": [[-1.26366, 1.08112, 0.68235], [-1.72371, 0.55929, -0.63227], [0.59902, -1.20189, 0.19153], [-1.32164, 0.26555, 1.40155], [-0.21621, 1.41317, 0.63430], [-1.98284, 1.86838, 0.96723], [-1.95507, 1.32841, -1.39767], [1.15781, -1.79233, 0.90990], [2.89745, -0.80194, 0.40315], [3.05107, -0.09050, -1.43443], [-1.85238, -0.64571, -0.99067], [1.15112, -0.27242, -0.54321], [2.46504, 0.12607, -0.23883], [-1.00600, -1.83721, 0.04708]], "lumo_energy_ev": 0.59, "spin_multiplicity": 1, "gap_ev": 8.962}


Q.
{"formula": "C3H7N3S", "method": "ωB97M-V with the def2-TZVPD basis set", "symbols": ["C", "C", "C", "H", "H", "H", "H", "H", "H", "H", "N", "N", "N", "S"], "positions_angstrom": [[2.37329, -0.68195, 0.09030], [1.11522, 0.23028, -0.16447], [-2.23041, 0.20864, -0.57378], [2.88725, -0.48664, 1.03897], [2.01531, -1.74130, 0.02213], [3.22836, -0.64897, -0.61333], [-0.06212, -1.53922, 0.40975], [-3.11661, 0.24455, -1.33829], [-1.11017, 1.20768, 0.91732], [-2.86224, 1.32613, 1.37032], [-0.05000, -0.52197, -0.22713], [-1.19480, -0.40110, -1.11772], [-2.08925, 0.86205, 0.66726], [1.09616, 1.94181, -0.48131]], "lumo_energy_ev": 0.49, "spin_multiplicity": 1, "gap_ev": 8.705, "smiles": "CC(=S)N/N=C\\N"}


R.
{"formula": "C3H7N3S", "method": "ωB97M-V with the def2-TZVPD basis set", "symbols": ["C", "C", "C", "H", "H", "H", "H", "H", "H", "H", "N", "N", "N", "S"], "positions_angstrom": [[0.50830, 1.44446, 0.35240], [-0.58726, 0.60765, 1.04149], [-0.57868, -2.71840, -1.03686], [1.17370, -0.07140, -0.92068], [2.13475, 1.36424, -0.86002], [-0.10457, 3.06039, 1.20583], [-0.12660, 0.08258, 1.90800], [-1.41150, 1.22136, 1.34313], [-1.59333, -3.07932, -0.99222], [0.26916, -3.32326, -1.45913], [1.36377, 0.81042, -0.47770], [0.70044, 2.70515, 0.64768], [-0.25819, -1.52796, -0.71268], [-1.49000, -0.57591, -0.03924]], "lumo_energy_ev": 0.65, "spin_multiplicity": 1, "gap_ev": 9.495, "smiles": "[H]/N=C(/N)CSN=C"}


Order of stability, best first: R, Q, P


P.
{"formula": "C3H7N3S", "method": "ωB97M-V with the def2-TZVPD basis set", "symbols": ["C", "C", "C", "H", "H", "H", "H", "H", "H", "H", "N", "N", "N", "S"], "positions_angstrom": [[2.45817, 0.49666, -0.20999], [-0.32190, -1.88389, 0.11811], [-2.65803, 1.18663, 0.11654], [2.35897, 1.34791, -0.84042], [2.58563, 0.97281, 0.80238], [3.24264, -0.20457, -0.13512], [0.15112, 0.35240, -0.02967], [-0.43128, -3.10233, 0.15958], [-2.20114, 2.17284, 0.26377], [-3.71132, 0.92067, 0.23213], [1.10758, -0.17932, -0.14216], [0.82120, -1.39767, 0.11789], [-1.52469, 0.53372, -0.19806], [-1.87696, -1.21586, -0.25498]], "lumo_energy_ev": 0.29, "spin_multiplicity": 1, "gap_ev": 7.539, "smiles": "C=NS/C=N\\NC"}


Q.
{"formula": "C3H7N3S", "method": "ωB97M-V with the def2-TZVPD basis set", "symbols": ["C", "C", "C", "H", "H", "H", "H", "H", "H", "H", "N", "N", "N", "S"], "positions_angstrom": [[-1.02663, -0.78397, 0.25772], [0.28018, -0.08938, -0.01144], [-0.16446, 2.13632, 1.03559], [-1.77009, -0.56261, -0.50167], [-0.85888, -1.85039, 0.26641], [-1.44558, -0.46425, 1.20766], [1.64033, 1.21622, 0.73541], [0.45045, 2.91466, 1.51774], [0.10469, -1.84318, -1.79418], [1.71803, -1.86417, -2.07456], [0.61432, 1.09702, 0.70026], [1.21859, -0.52272, -0.75761], [1.01196, -1.74361, -1.37383], [-1.77290, 2.36006, 0.79248]], "lumo_energy_ev": 0.56, "spin_multiplicity": 1, "gap_ev": 9.039, "smiles": "C/C(=N\\N)NC=S"}


Order of stability, best first: Q, P